Density functional theory data (wB97M-V/def2-TZVPD) for a 15-piece molecular cluster, C60H161N19O21 overall at a distorted geometry.

Summary:
- energy above the lowest of the compared OMol25 structures with the same formula, charge and spin (kJ/mol) = 238.2
- total energy (Ha) = -5002.710583
- highest occupied orbital energy (eV) = -8.24

Element x y z (Å)
C  -1.163  -3.089  -0.750
O  -1.449  -3.978  -1.583
N  -1.955  -2.088  -0.343
N  0.072  -3.168  -0.079
H  -1.574  -1.278  0.218
H  -2.886  -1.964  -0.770
H  0.814  -3.793  -0.360
H  0.392  -2.472  0.601
C  -4.013  4.186  -2.520
O  -3.937  3.972  -1.316
N  -2.872  4.437  -3.220
N  -5.230  4.282  -3.238
H  -2.009  4.532  -2.684
H  -2.835  4.452  -4.210
H  -5.229  4.163  -4.243
H  -6.014  3.728  -2.859
C  2.453  4.598  -1.832
O  2.329  5.686  -1.232
N  1.536  3.604  -1.874
N  3.726  4.284  -2.428
H  0.577  3.922  -1.749
H  1.619  2.801  -2.510
H  3.868  3.299  -2.491
H  4.483  4.730  -1.961
C  -1.090  5.269  0.035
O  -0.919  4.677  -1.053
N  0.003  5.577  0.815
N  -2.347  5.426  0.573
H  0.904  5.756  0.374
H  -0.181  6.249  1.546
H  -2.606  6.132  1.219
H  -3.117  5.060  0.029
C  -3.359  3.045  9.417
O  -3.206  1.710  8.870
C  -2.038  1.718  8.156
C  -1.737  0.357  7.593
N  -2.399  0.150  6.240
C  -3.633  0.800  5.863
C  -3.602  1.726  4.591
O  -3.011  2.894  5.093
C  -1.701  3.183  4.696
H  -3.588  3.771  8.565
H  -2.329  3.368  9.904
H  -4.124  3.072  10.198
H  -1.206  1.971  8.825
H  -2.023  2.514  7.384
H  -2.144  -0.303  8.407
H  -0.690  0.290  7.447
H  -2.441  -0.867  6.008
H  -3.991  1.417  6.730
H  -4.413  0.062  5.552
H  -4.626  1.895  4.216
H  -2.970  1.355  3.733
H  -1.249  3.796  5.443
H  -1.634  3.753  3.764
H  -1.047  2.307  4.574
C  -2.592  7.672  -9.065
O  -1.271  7.408  -8.549
C  -0.685  6.207  -9.073
C  0.753  5.996  -8.670
N  1.082  5.640  -7.238
C  2.490  5.778  -7.069
C  2.741  5.927  -5.499
O  2.033  7.145  -5.182
C  2.284  7.682  -3.869
H  -2.548  7.686  -10.169
H  -2.876  8.651  -8.760
H  -3.183  6.824  -8.819
H  -0.631  6.329  -10.184
H  -1.300  5.387  -8.821
H  1.363  6.823  -9.047
H  1.054  5.166  -9.292
H  0.497  6.198  -6.646
H  2.857  6.780  -7.377
H  2.978  4.942  -7.529
H  3.798  5.965  -5.230
H  2.245  5.082  -4.936
H  2.095  8.795  -3.826
H  3.312  7.662  -3.516
H  1.573  7.215  -3.126
C  -6.081  -1.529  8.471
O  -5.762  -2.653  7.646
C  -4.382  -2.916  7.694
C  -3.879  -3.721  6.538
N  -4.265  -3.052  5.273
C  -3.659  -3.661  4.109
C  -3.482  -2.853  2.836
O  -4.703  -2.457  2.299
C  -5.323  -3.464  1.543
H  -5.741  -0.633  7.978
H  -5.594  -1.589  9.445
H  -7.170  -1.460  8.615
H  -4.207  -3.387  8.657
H  -3.826  -1.997  7.772
H  -4.156  -4.775  6.604
H  -2.734  -3.651  6.551
H  -5.196  -2.761  5.157
H  -4.122  -4.657  3.752
H  -2.691  -3.994  4.411
H  -2.770  -3.354  2.119
H  -2.960  -1.901  3.072
H  -5.135  -4.412  2.166
H  -4.785  -3.446  0.574
H  -6.341  -3.161  1.357
C  2.041  3.663  7.520
O  2.276  4.016  6.202
C  3.156  3.096  5.528
C  3.588  3.826  4.232
N  2.497  4.306  3.427
C  1.925  3.160  2.666
C  2.609  3.077  1.287
O  4.009  2.763  1.433
C  4.287  1.384  1.663
H  2.889  4.060  8.118
H  1.842  2.587  7.666
H  1.113  4.244  7.854
H  2.547  2.199  5.479
H  4.011  2.872  6.211
H  4.088  3.207  3.552
H  4.236  4.663  4.458
H  1.783  4.813  3.956
H  0.818  3.264  2.648
H  2.133  2.218  3.203
H  2.614  3.929  0.586
H  2.160  2.264  0.820
H  3.914  0.672  0.857
H  3.911  1.001  2.635
H  5.384  1.298  1.672
C  4.831  -7.011  -3.716
O  3.822  -6.032  -3.799
C  2.559  -6.656  -3.488
C  1.341  -5.707  -3.628
N  1.574  -4.540  -2.785
C  2.250  -3.404  -3.473
C  1.650  -2.809  -4.723
O  0.587  -1.917  -4.451
C  -0.788  -2.356  -4.714
H  4.572  -7.883  -4.349
H  4.993  -7.412  -2.688
H  5.745  -6.638  -4.165
H  2.641  -7.023  -2.446
H  2.444  -7.563  -4.021
H  0.452  -6.230  -3.234
H  1.172  -5.565  -4.713
H  0.665  -4.215  -2.558
H  3.210  -3.680  -3.829
H  2.390  -2.628  -2.651
H  1.293  -3.651  -5.338
H  2.336  -2.309  -5.387
H  -0.991  -2.174  -5.784
H  -1.494  -1.715  -4.189
H  -0.988  -3.384  -4.469
C  5.919  1.249  -2.120
O  4.846  1.378  -3.019
C  5.297  1.066  -4.365
C  4.131  0.654  -5.306
N  3.289  1.836  -5.653
C  2.276  1.517  -6.630
C  0.929  1.092  -6.103
O  0.113  0.777  -7.249
C  -0.609  1.771  -7.986
H  6.157  0.225  -1.997
H  5.677  1.650  -1.150
H  6.856  1.831  -2.488
H  6.005  0.185  -4.339
H  5.924  1.895  -4.733
H  3.468  -0.093  -4.834
H  4.518  0.162  -6.232
H  3.889  2.564  -6.055
H  2.541  0.758  -7.368
H  2.109  2.412  -7.242
H  0.387  1.768  -5.345
H  0.961  0.107  -5.616
H  -0.009  2.640  -8.246
H  -1.501  2.165  -7.455
H  -0.972  1.428  -8.924
C  -0.517  -6.305  2.217
C  -1.157  -6.881  0.951
C  -2.503  -6.299  0.714
O  -3.175  -7.003  -0.281
C  -4.260  -6.211  -0.787
N  -0.308  -6.657  -0.199
H  0.548  -6.521  2.192
H  -1.034  -6.780  3.084
H  -0.727  -5.240  2.229
H  -1.274  -7.959  1.178
H  -2.456  -5.296  0.394
H  -3.065  -6.360  1.685
H  -4.990  -6.015  0.005
H  -4.892  -6.713  -1.533
H  -3.903  -5.253  -1.169
H  -0.612  -7.256  -0.951
H  -0.403  -5.723  -0.517
C  5.603  -2.653  1.067
C  5.634  -3.447  -0.179
C  4.400  -4.351  -0.408
O  4.453  -5.423  0.495
C  3.147  -5.971  0.536
N  5.837  -2.434  -1.322
H  6.264  -1.745  1.150
H  5.696  -3.201  1.921
H  4.635  -2.233  1.185
H  6.585  -4.092  -0.209
H  4.377  -4.695  -1.470
H  3.454  -3.822  -0.298
H  3.162  -6.889  1.108
H  2.764  -6.207  -0.491
H  2.438  -5.200  0.992
H  5.276  -1.615  -1.139
H  5.564  -3.006  -2.100
C  -3.501  0.506  -2.320
C  -5.023  0.302  -1.867
C  -5.095  -0.925  -0.927
O  -4.642  -2.151  -1.522
C  -5.605  -2.914  -2.250
N  -5.655  1.477  -1.286
H  -3.141  -0.406  -2.823
H  -2.837  0.922  -1.509
H  -3.488  1.225  -3.160
H  -5.413  0.136  -2.874
H  -6.154  -1.123  -0.529
H  -4.510  -0.817  -0.037
H  -4.991  -3.676  -2.733
H  -6.174  -2.245  -2.897
H  -6.232  -3.519  -1.534
H  -4.979  2.085  -0.789
H  -6.319  1.144  -0.598
C  0.157  -2.678  4.395
C  0.672  -1.609  5.378
C  2.023  -2.032  5.906
O  2.936  -2.302  4.754
C  4.191  -2.625  5.167
N  0.765  -0.278  4.868
H  -0.150  -3.543  4.983
H  1.001  -2.881  3.695
H  -0.727  -2.338  3.872
H  -0.064  -1.618  6.183
H  1.859  -2.955  6.474
H  2.500  -1.282  6.604
H  4.820  -2.701  4.235
H  4.210  -3.615  5.610
H  4.594  -1.923  5.900
H  1.023  -0.352  3.885
H  -0.184  0.140  4.791
C  2.018  -0.049  -0.893
C  0.646  0.086  -1.512
C  -0.327  0.878  -0.648
O  -0.440  0.134  0.595
C  -1.211  0.867  1.490
N  0.704  0.744  -2.803
H  1.849  -0.232  0.202
H  2.620  0.889  -0.969
H  2.633  -0.895  -1.341
H  0.279  -0.978  -1.489
H  -1.292  0.866  -1.178
H  -0.058  1.906  -0.512
H  -0.732  1.857  1.743
H  -1.245  0.343  2.433
H  -2.219  1.100  1.236
H  -0.223  0.885  -3.089
H  0.976  0.055  -3.510

Results of the Mulliken charge analysis, in e, for atoms 1 through 99: C 0.28; O -0.88; N 2.03; N 1.49; H -0.96; H -0.55; H -0.25; H -0.42; C 0.52; O -0.69; N -0.14; N -0.54; H 0.13; H 0.16; H 0.22; H 0.31; C 0.18; O -0.82; N 1.28; N -0.24; H -0.21; H -0.54; H -0.02; H 0.36; C -0.01; O -0.47; N -0.11; N -0.23; H 0.10; H 0.24; H 0.21; H 0.21; C -0.69; O -0.37; C -0.99; C -0.23; N 0.97; C -0.82; C 0.46; O -0.47; C -0.45; H 0.26; H 0.26; H 0.28; H 0.69; H 0.23; H 0.17; H 0.29; H -0.48; H 0.27; H 0.12; H 0.51; H -0.68; H 0.41; H 0.31; H 0.01; C -0.74; O -0.28; C -0.59; C -0.87; N -0.09; C -0.74; C -0.32; O -0.40; C -0.55; H 0.29; H 0.24; H 0.32; H 0.37; H 0.38; H 0.43; H 0.32; H 0.27; H 0.41; H 0.35; H 0.56; H -0.01; H 0.29; H 0.32; H 0.07; C -0.61; O -0.42; C 0.08; C -0.51; N 0.07; C -0.96; C 1.77; O -0.42; C -0.12; H 0.16; H 0.32; H 0.28; H 0.54; H -0.41; H 0.44; H 0.14; H 0.30; H 0.18; H 0.25